(1)
An isolated molecule of C7H11N2P, computed with wB97M-V/def2-TZVPD.

```
! RIJCOSX wB97M-V def2-TZVPD def2/J DEFGRID3
* xyz 0 3
C -1.09618 -1.26470 0.09213
C 0.11305 -0.73845 -0.29696
C -1.98283 -0.19335 0.15710
C 1.50250 -1.28927 -0.44863
C 1.08399 1.30665 -0.77884
C 2.33553 1.25851 0.07288
C -3.40860 -0.21461 0.61228
N -1.35956 0.93867 -0.05514
N -0.03605 0.58982 -0.31299
P 2.67762 -0.45130 0.75833
H -1.25054 -2.27575 0.02744
H 1.53128 -2.33440 -0.00215
H 1.94723 -1.30846 -1.42921
H 0.61555 2.31947 -0.80939
H 1.38539 0.90184 -1.77092
H 3.02617 1.56219 -0.73891
H 2.60471 2.03753 0.85660
H -3.59772 0.43329 1.43260
H -4.15683 0.24845 -0.03589
H -3.64493 -1.16687 1.01901
H 1.71020 -0.35926 1.65069
*
```

The calculation puts the energy relative to the best compared isomer or geometry (same formula, charge and spin) at 26.6 kJ/mol. The expectation value of S² is 2.01. As for the HOMO energy (alpha / beta): -4.15 / -8.84 eV. For the total energy, the calculation gives -19699.9294 eV. The calculation puts the orbital gap (alpha / beta) at 5.1 / 6.6 eV.

(2)
A cluster of 2 separate species, C3H8OS2 in total, computed with wB97M-V/def2-TZVPD.

```
! RIJCOSX wB97M-V def2-TZVPD def2/J DEFGRID3
* xyz 0 3
C 1.46749 -1.17431 0.70787
C 0.10035 1.12870 -0.50609
C -0.26753 -0.26736 -0.04441
O -1.00613 1.99096 -0.59382
S -1.40171 -0.12293 1.35090
S -0.67475 -1.50851 -1.13523
H 1.46684 -2.14412 0.29102
H 2.09275 -0.55365 0.19756
H 1.24510 -1.06652 1.71218
H 0.83611 1.53827 0.26173
H 0.52432 0.98810 -1.51031
H -1.62924 1.78570 -1.37353
H -0.73924 0.58908 2.12468
H -2.01434 -1.18341 -1.48256
*
```

The calculation puts the energy relative to the best compared isomer or geometry (same formula, charge and spin) at 282.2 kJ/mol. The expectation value of S² is 2.01. As for the HOMO energy (alpha / beta): -5.49 / -9.27 eV. For the total energy, the calculation gives -26952.0072 eV. The calculation puts the orbital gap (alpha / beta) at 6.0 / 6.9 eV.

(3)
A structure of composition C33H30As2Cl2IrNO2S, computed with wB97M-V/def2-TZVPD.

```
! RIJCOSX wB97M-V def2-TZVPD def2/J DEFGRID3
* xyz 3 6
Ir 1.31768 0.80763 1.83736
C -1.34455 0.72535 -1.81156
C -1.36560 -0.56294 -0.99859
As -0.23391 -2.00981 -1.65573
C -0.27741 -3.34554 -0.30361
C 0.80613 -4.21792 -0.21734
C 0.77950 -5.24646 0.71173
C -0.32269 -5.39921 1.54311
C -1.40484 -4.52827 1.45024
C -1.38457 -3.48456 0.53665
C -1.07165 -2.65673 -3.24609
C -1.87651 -3.79251 -3.16452
C -2.64403 -4.13234 -4.26991
C -2.57193 -3.37678 -5.43486
C -1.72658 -2.27362 -5.51668
C -0.96161 -1.90838 -4.42112
As 0.18809 1.96208 -1.67549
C -0.46670 3.54812 -2.47235
C -1.04694 3.43516 -3.75115
C -1.72863 4.51531 -4.27169
C -1.78763 5.71004 -3.55104
C -1.15474 5.83622 -2.31414
C -0.46435 4.76807 -1.77653
C 0.48122 2.49622 0.17593
C -0.56617 2.44843 1.11448
C -0.39590 3.00778 2.39222
C 0.83267 3.54147 2.76747
C 1.90003 3.52552 1.86491
C 1.72492 3.02565 0.56507
H -2.18588 1.37128 -1.56625
H -1.41890 0.50572 -2.87704
H -2.37034 -0.98501 -1.07068
H -1.12538 -0.41868 0.05329
H 1.65939 -4.10888 -0.87550
H 1.61224 -5.93489 0.77485
H -0.34535 -6.20846 2.26362
H -2.27671 -4.67380 2.07549
H -2.24047 -2.82479 0.47000
H -1.90539 -4.40287 -2.27184
H -3.28978 -4.99950 -4.22308
H -3.15937 -3.66692 -6.29665
H -1.65464 -1.70969 -6.43765
H -0.26802 -1.07874 -4.49222
H -0.96320 2.52183 -4.32627
H -2.20089 4.43861 -5.24243
H -2.31161 6.56121 -3.96961
H -1.18896 6.77644 -1.77950
H 0.05084 4.88078 -0.83229
H -1.54180 2.08127 0.82546
H -1.23390 3.02714 3.07787
H 0.95964 3.97973 3.74925
H 2.85968 3.94247 2.14535
H 2.54636 3.07475 -0.13861
S 0.28011 -0.65027 3.30840
C 0.96709 -0.36493 4.90292
N 0.23519 -0.84521 5.93446
C 0.59728 -0.76216 7.23629
C 1.77267 -0.15921 7.57448
C 2.56987 0.34773 6.54959
C 2.17729 0.23912 5.22598
H -0.64019 -1.30493 5.71297
H -0.08908 -1.18544 7.95614
H 2.06830 -0.09607 8.61245
H 3.51522 0.81839 6.79130
H 2.81476 0.58977 4.43018
Cl 3.55470 1.18110 -2.46885
C 3.63581 -0.30207 -1.47549
Cl 3.21711 -1.73681 -2.40082
C 2.71716 -0.07281 -0.29006
O 3.24220 0.38252 0.75821
O 1.46496 -0.25201 -0.36307
H 4.65865 -0.39372 -1.13738
*
```

The expectation value of S² is 8.78. As for the HOMO energy (alpha / beta): -16.04 / -16.46 eV. For the total energy, the calculation gives -200660.1354 eV. The calculation puts the orbital gap (alpha / beta) at 8.3 / 5.6 eV.

(4)
An isolated molecule of CH5BrP2, computed with wB97M-V/def2-TZVPD.

```
! RIJCOSX wB97M-V def2-TZVPD def2/J DEFGRID3
* xyz 0 1
P -1.28538 -1.53363 -0.11579
P -0.82578 0.41660 -0.84199
C 0.96049 0.83986 0.25319
Br 2.46319 -0.40283 -0.01870
H -0.47447 -1.14956 0.89002
H -2.27306 -0.96451 0.66756
H -0.32767 0.28276 -2.14588
H 1.27383 1.79554 0.03589
H 0.48884 0.71575 1.27571
*
```

The calculation puts the energy relative to the best compared isomer or geometry (same formula, charge and spin) at 149.2 kJ/mol. As for the HOMO energy: -8.84 eV. For the total energy, the calculation gives -89736.2657 eV. The calculation puts the orbital gap at 9.3 eV.